a.
Formula: C3H10N4O
Source: the OMol25 dataset
Level of theory: wB97M-V/def2-TZVPD

ORCA input file:
```
! wB97M-V def2-TZVPD RIJCOSX def2/J DEFGRID3
* xyz 0 1
C -0.401 -2.097 -0.133
C 0.052 -0.990 -1.036
N 1.084 0.224 -0.191
N 2.063 1.001 -0.888
C 0.126 1.115 0.677
O 0.668 1.992 1.338
N -1.070 0.693 0.431
N -2.058 1.039 1.358
H -1.248 -1.786 0.478
H 0.403 -2.429 0.527
H -0.692 -2.957 -0.744
H 0.839 -1.291 -1.722
H -0.739 -0.484 -1.574
H 1.601 -0.367 0.462
H 2.361 1.736 -0.240
H 1.577 1.467 -1.651
H -2.854 1.426 0.862
H -1.710 1.710 2.044
*
```

The gap between HOMO and LUMO is 8.091 eV. The SMILES is CC[N@@H+](N)/C([O-])=N/N. The highest occupied orbital energy is -7.28 eV.


b.
Formula: C3H10N4O
Source: the OMol25 dataset
Level of theory: wB97M-V/def2-TZVPD

ORCA input file:
```
! wB97M-V def2-TZVPD RIJCOSX def2/J DEFGRID3
* xyz 0 1
C 0.711 1.827 1.501
C 0.951 -1.634 1.042
C -0.104 -0.472 -0.654
H 1.736 1.628 1.803
H 0.051 2.348 2.118
H 0.745 2.343 0.499
H -0.090 -2.487 0.829
H 2.277 -1.938 0.502
H 0.963 -1.568 2.455
H -0.547 -1.396 -2.189
H -1.289 1.224 -0.430
H -2.391 -0.400 -1.715
H -1.698 1.032 -2.784
N 0.882 -0.335 0.453
N -0.081 -1.573 -1.238
N -0.766 0.595 -1.115
N -1.473 0.141 -2.270
O 0.122 0.663 1.193
*
```

The gap between HOMO and LUMO is 9.618 eV. The highest occupied orbital energy is -9.00 eV.


Stability verdict: a, ahead by 5.176 eV